{
  "formula": "C29H32HfN7OS2",
  "method": "ωB97M-V/def2-TZVPD",
  "elements": ["Hf", "C", "N", "C", "C", "C", "C", "C", "C", "N", "C", "C", "C", "C", "C", "C", "N", "C", "C", "C", "C", "C", "N", "H", "H", "H", "H", "H", "H", "H", "H", "H", "H", "H", "H", "H", "H", "H", "H", "H", "H", "C", "S", "C", "S", "N", "N", "C", "C", "C", "C", "C", "C", "N", "H", "H", "H", "H", "H", "H", "H", "H", "C", "O", "C", "C", "H", "H", "H", "H", "H", "H"],
  "xyz": [[-0.130761, 0.087989, -0.254350], [0.916231, 0.691998, 2.823451], [0.386681, -0.513815, 2.145187], [-0.885297, -0.914335, 2.788403], [-1.736345, -1.798549, 1.918318], [-2.640335, -2.687687, 2.481910], [-3.417043, -3.473899, 1.649569], [-3.261976, -3.355876, 0.275521], [-2.351621, -2.436821, -0.207269], [-1.606284, -1.671245, 0.597527], [1.389763, -1.589703, 2.296009], [1.456928, -2.562705, 1.153042], [2.010803, -3.818837, 1.358172], [2.162955, -4.674442, 0.281201], [1.744147, -4.247576, -0.969606], [1.193017, -2.985641, -1.084581], [1.054660, -2.150021, -0.051534], [0.062288, 1.895979, 2.552376], [0.131097, 3.022849, 3.355841], [-0.661120, 4.111717, 3.036634], [-1.501726, 4.029057, 1.936797], [-1.510950, 2.867973, 1.190091], [-0.741150, 1.811998, 1.492339], [1.918373, 0.875629, 2.432494], [0.995721, 0.516324, 3.903466], [-1.449886, -0.014187, 3.034186], [-0.676092, -1.431460, 3.731249], [-2.725718, -2.759232, 3.557773], [-4.130550, -4.172356, 2.065122], [-3.838314, -3.952084, -0.416401], [-2.215412, -2.281044, -1.270661], [1.219101, -2.136017, 3.229232], [2.373566, -1.125088, 2.382724], [2.319806, -4.111805, 2.352754], [2.596467, -5.655960, 0.416078], [1.833563, -4.874269, -1.844944], [0.839358, -2.620368, -2.040042], [0.796678, 3.040323, 4.208242], [-0.626340, 5.009410, 3.638856], [-2.143052, 4.848961, 1.647589], [-2.142333, 2.749245, 0.321421], [-4.911689, 1.797148, -2.950570], [-3.335584, 2.588047, -3.326234], [-2.178840, 1.895374, -2.184431], [-2.597264, 0.606213, -1.074191], [-1.020641, 2.448311, -2.241303], [-0.094323, 1.879394, -1.379662], [1.011805, 2.696387, -1.231157], [2.071359, 2.173919, -0.565569], [3.284544, 2.901158, -0.273462], [4.365754, 2.269725, 0.215629], [4.293445, 0.845080, 0.412323], [3.116922, 0.213846, 0.221799], [1.935741, 0.834510, -0.141305], [-5.669033, 2.570273, -2.844355], [-5.194252, 1.121799, -3.755098], [-4.851699, 1.235467, -2.022380], [0.963635, 3.698628, -1.630227], [3.294787, 3.962610, -0.485566], [5.281686, 2.803703, 0.425947], [5.168533, 0.275026, 0.688876], [3.061461, -0.859302, 0.335176], [-0.595037, 0.157836, -4.695547], [-0.684164, -0.328515, -3.334686], [0.320409, -0.293827, -2.498013], [1.674911, -0.040582, -3.078727], [-0.105302, 1.129386, -4.705855], [-1.624743, 0.260702, -5.021711], [-0.062041, -0.558005, -5.319353], [1.805622, -0.502648, -4.059274], [2.456405, -0.372169, -2.400665], [1.808723, 1.046045, -3.194572]],
  "atomic_forces_ev_per_a": [[-0.19, -0.58, 0.38], [-0.01, -0.05, 0.02], [0.10, -0.06, 0.02], [0.01, 0.00, 0.03], [0.00, -0.16, 0.08], [0.06, -0.02, -0.01], [0.00, 0.01, -0.06], [0.05, 0.04, 0.01], [-0.05, -0.07, -0.06], [0.05, 0.38, -0.07], [-0.05, 0.00, 0.03], [-0.05, -0.15, 0.02], [-0.05, 0.01, -0.01], [-0.02, 0.04, -0.02], [-0.02, 0.02, 0.03], [-0.01, -0.09, -0.09], [0.00, 0.34, -0.02], [-0.01, -0.04, 0.09], [-0.03, -0.03, -0.04], [0.00, -0.01, -0.01], [-0.03, -0.01, -0.04], [0.09, -0.04, 0.05], [0.06, -0.02, -0.31], [0.00, 0.03, 0.01], [0.02, 0.02, -0.01], [-0.02, 0.00, -0.08], [-0.03, 0.06, 0.02], [0.00, -0.01, 0.01], [0.00, -0.01, 0.01], [-0.02, -0.01, 0.02], [-0.01, 0.00, 0.01], [0.03, 0.01, 0.00], [-0.01, 0.01, -0.02], [0.00, -0.01, 0.00], [0.00, -0.01, 0.00], [0.01, -0.02, 0.01], [0.01, 0.02, 0.01], [0.00, 0.00, 0.01], [0.00, 0.01, 0.00], [0.01, 0.02, 0.03], [-0.01, 0.04, 0.00], [-0.11, -0.13, 0.01], [0.09, 0.04, 0.01], [-0.09, 0.08, -0.08], [0.22, -0.10, 0.11], [-0.32, -0.30, 0.17], [0.36, 0.38, -0.23], [-0.07, -0.06, -0.11], [0.09, 0.09, 0.05], [-0.01, 0.02, -0.06], [-0.06, -0.01, -0.01], [-0.03, -0.05, 0.01], [-0.02, -0.09, 0.09], [-0.20, 0.22, -0.02], [0.03, 0.04, -0.03], [0.01, 0.00, 0.00], [0.04, 0.04, 0.01], [0.07, 0.00, -0.02], [0.01, 0.00, -0.01], [0.00, 0.02, 0.00], [0.00, -0.01, 0.00], [0.06, 0.00, 0.00], [0.08, 0.01, 0.08], [-0.12, 0.15, -0.05], [0.11, -0.03, 0.07], [-0.13, 0.04, -0.01], [0.00, -0.01, -0.03], [0.01, 0.00, -0.03], [-0.01, 0.00, -0.01], [0.01, 0.01, 0.00], [0.00, -0.06, 0.01], [0.05, 0.01, 0.01]],
  "orbital_gap_ev": 5.4,
  "de_lowest_ev": 0.0000,
  "lumo_ha": -0.09939,
  "charge": 1,
  "e_homo_ev": -8.1
}

---

{
  "formula": "C19H26N3ORu",
  "method": "ωB97M-V/def2-TZVPD",
  "elements": ["C", "C", "C", "C", "H", "H", "H", "H", "H", "H", "H", "H", "H", "C", "C", "C", "H", "C", "C", "H", "H", "H", "H", "C", "C", "C", "H", "C", "C", "H", "H", "H", "H", "Ru", "C", "N", "C", "C", "C", "N", "C", "O", "N", "H", "H", "H", "H", "H", "H", "H"],
  "xyz": [[-0.203102, 0.594242, -3.517962], [0.309804, 1.848330, -2.947999], [0.681812, -0.432328, -4.080111], [-1.591174, 0.239865, -3.192139], [0.278329, -0.673505, -5.074952], [0.789960, -1.406387, -3.568298], [1.700560, -0.065055, -4.235841], [-0.051321, 2.666756, -3.595574], [1.396621, 1.914917, -2.924103], [-0.020205, 2.124729, -1.919493], [-2.208936, 0.771449, -3.929801], [-1.964260, 0.553541, -2.201724], [-1.819722, -0.828866, -3.276794], [2.715094, -1.011461, 0.594202], [2.740064, -1.206634, -0.847668], [2.728799, 0.068812, -1.488140], [2.914438, -2.142260, -1.364105], [2.574205, 1.058159, -0.500224], [2.587704, 0.434499, 0.780197], [2.680602, 0.942546, 1.739965], [2.724088, -1.766483, 1.366501], [2.807859, 0.236298, -2.558998], [2.505888, 2.139710, -0.659741], [-1.247915, -1.997368, 0.802947], [0.089032, -2.567377, 0.788338], [0.385221, -2.848738, -0.613894], [0.691723, -2.832582, 1.646512], [-0.732884, -2.436700, -1.396665], [-1.697287, -1.863498, -0.531211], [-2.663843, -1.459306, -0.824834], [-1.845219, -1.857626, 1.698820], [1.281686, -3.321879, -0.996637], [-0.837063, -2.567041, -2.467682], [0.738118, -0.788165, 0.258197], [0.226740, 1.040380, 5.161867], [-0.545225, 1.078170, 3.929965], [-1.833498, 1.516639, 3.944205], [-2.546222, 1.536062, 2.772232], [-1.870054, 1.196339, 1.585366], [-0.638807, 0.655903, 1.599616], [-0.066435, 0.410776, 2.811500], [0.894644, -0.378234, 2.932342], [-2.447292, 1.369876, 0.372906], [1.225487, 0.635998, 4.944594], [-0.258147, 0.403941, 5.928496], [0.333421, 2.053620, 5.587891], [-2.219128, 1.853058, 4.910493], [-3.567566, 1.895373, 2.743496], [-3.281342, 1.931284, 0.265176], [-1.845250, 1.280223, -0.451232]],
  "atomic_forces_ev_per_a": [[0.48, -0.73, 1.98], [0.08, 1.24, -0.11], [0.50, -0.33, -1.19], [-1.07, -0.01, -0.52], [0.26, -0.26, -0.04], [-0.32, 0.38, 0.22], [-0.19, 0.04, -0.13], [0.17, 0.18, 0.26], [-0.02, -0.02, -0.24], [-0.11, -0.44, -0.44], [-0.46, -0.15, 0.15], [0.35, 0.04, -0.30], [0.10, 0.27, -0.19], [0.89, 0.88, -0.17], [0.63, 0.65, 0.04], [-0.30, -0.85, 0.03], [-0.08, 0.19, 0.15], [-0.21, -0.23, 0.98], [1.09, -0.35, 0.06], [-0.32, -0.22, -0.40], [0.85, 0.08, 0.01], [-0.10, -0.13, 0.44], [-0.02, -0.57, 0.04], [0.04, -1.03, -0.08], [-1.18, -2.00, 0.10], [-0.50, 0.11, 0.16], [-0.37, -0.60, 0.03], [0.44, -0.04, 0.32], [0.37, -0.25, 0.65], [0.31, -0.10, 0.06], [0.25, 0.33, -0.22], [-0.38, -0.09, 0.17], [0.14, 0.13, 0.25], [-1.26, 3.59, -2.22], [0.49, -0.07, 1.02], [-0.67, -0.06, 0.29], [0.06, 0.06, -0.96], [-0.24, 0.42, 1.20], [0.71, -0.23, -1.06], [-0.75, 0.41, 0.40], [1.41, -0.93, 0.23], [-1.18, 0.92, -0.43], [0.51, 0.06, -0.14], [-0.52, 0.16, 0.08], [0.24, 0.22, -0.52], [-0.12, -0.38, -0.35], [0.08, -0.11, -0.43], [0.14, -0.05, 0.05], [0.19, -0.15, 0.16], [-0.40, 0.00, 0.60]],
  "orbital_gap_ev": [5.9, 8.3],
  "multiplicity": 5,
  "lumo_ha": [-0.13277, -0.12158],
  "charge": 1,
  "e_homo_ev": [-9.6, -11.6],
  "s2": 6.048
}